1.
Here is C28H41BrCl5N8O2RuSSeSi as an isolated structure from OMol25. Energies are from ωB97M-V/def2-TZVPD.

Last column: Mulliken charge in e.
Positions of all 89 atoms, in Å:
Ru1 -1.199 -1.005 -1.047  -0.185
Cl1 -2.734 0.886 1.633  -0.052
C1 -2.329 -0.780 1.859  0.097
C2 -1.791 -1.527 0.813  -1.055
C3 -1.535 -2.858 1.088  1.661
Cl2 -0.864 -3.750 -0.253  -0.183
C4 -1.749 -3.471 2.312  -0.051
Cl3 -1.384 -5.126 2.534  -0.164
C5 -2.271 -2.695 3.346  0.485
Cl4 -2.551 -3.395 4.877  -0.147
C6 -2.568 -1.348 3.113  0.295
Cl5 -3.218 -0.401 4.385  -0.120
C7 -6.864 0.980 -0.120  -1.258
C8 -5.591 1.468 -0.695  1.015
N1 -5.374 2.640 -1.193  -0.837
N2 -4.058 2.625 -1.558  0.341
C9 -3.452 1.471 -1.298  -0.091
S1 -1.800 1.152 -1.577  -0.163
N3 -4.428 0.709 -0.755  0.287
N4 -4.203 -0.569 -0.271  -0.669
H1 -7.638 1.718 -0.312  0.380
H2 -6.773 0.844 0.959  0.294
H3 -7.160 0.030 -0.565  0.319
H4 -3.647 3.451 -1.964  0.155
H5 -4.450 -0.620 0.711  0.295
H6 -4.713 -1.250 -0.821  0.293
C10 3.515 3.799 1.223  -1.699
C11 2.717 2.763 0.398  2.679
C12 3.566 2.343 -0.809  -1.893
C13 1.463 3.454 -0.157  -1.771
Si1 2.362 1.300 1.567  -2.850
Br1 0.689 0.107 0.199  0.715
C14 3.705 -0.042 1.678  2.881
C15 3.357 -1.118 2.717  -2.055
C16 5.000 0.669 2.135  -1.744
C17 3.986 -0.775 0.359  -1.756
C18 1.414 1.686 3.164  2.857
C19 0.630 0.483 3.709  -1.774
C20 2.444 2.119 4.230  -1.723
C21 0.409 2.828 2.961  -2.016
H7 3.811 4.616 0.561  0.542
H8 4.430 3.388 1.655  0.325
H9 2.922 4.234 2.027  0.340
H10 3.724 3.221 -1.441  0.614
H11 3.066 1.584 -1.415  0.171
H12 4.550 1.970 -0.528  0.341
H13 1.790 4.299 -0.770  0.556
H14 0.808 3.846 0.615  0.318
H15 0.881 2.789 -0.796  0.257
H16 3.289 -0.721 3.729  0.376
H17 4.154 -1.866 2.718  0.637
H18 2.422 -1.631 2.479  0.292
H19 4.877 1.217 3.071  0.342
H20 5.388 1.357 1.384  0.332
H21 5.767 -0.091 2.306  0.556
H22 3.121 -1.355 0.037  0.094
H23 4.811 -1.471 0.530  0.582
H24 4.278 -0.114 -0.454  0.370
H25 1.263 -0.357 3.985  0.327
H26 -0.113 0.132 2.994  0.123
H27 0.098 0.802 4.610  0.643
H28 3.122 1.311 4.504  0.347
H29 1.902 2.406 5.134  0.555
H30 3.041 2.979 3.923  0.335
H31 -0.321 2.595 2.184  0.228
H32 0.890 3.774 2.717  0.445
H33 -0.138 2.976 3.896  0.601
N5 -3.125 -4.702 -4.619  -0.584
C22 -3.578 -3.696 -3.673  -0.387
C23 -2.362 -2.966 -3.124  0.340
O1 -1.226 -3.441 -3.518  -0.455
O2 -2.480 -1.999 -2.369  -0.602
H34 -3.466 -5.629 -4.408  0.232
H35 -1.491 -4.195 -4.134  0.526
H36 -3.369 -4.482 -5.576  0.223
H37 -4.080 -4.148 -2.815  0.304
H38 -4.262 -2.959 -4.094  0.344
Se1 2.813 -3.199 -2.349  0.301
N6 2.969 -2.576 -3.998  -0.789
C24 2.010 -1.686 -4.161  0.493
C25 1.767 -0.917 -5.339  -0.641
C26 0.718 -0.061 -5.314  -0.911
C27 -0.114 0.041 -4.154  -0.570
N7 0.057 -0.638 -3.055  0.845
C28 1.140 -1.494 -3.034  0.393
N8 1.399 -2.200 -1.960  -0.011
H39 2.412 -1.025 -6.201  0.508
H40 0.481 0.562 -6.164  0.469
H41 -0.956 0.724 -4.172  0.530

- E_LUMO (alpha / beta) (hartree) = -0.2284 / -0.2438
- expectation value of S² = 0.759
- multiplicity = 2
- total charge = +2
- HOMO (alpha / beta) (hartree) = -0.4984 / -0.5004
- frontier orbital gap (alpha / beta) (eV) = 7.3 / 7.0

2.
Here is C31H58CsN6OPSe2 as an isolated structure at a distorted geometry from OMol25. Energies are from ωB97M-V/def2-TZVPD.

Last column: Mulliken charge in e.
Positions of all 100 atoms, in Å:
Cs1 0.094 1.546 0.632  1.566
C1 2.666 -5.072 0.694  -1.397
Se1 1.301 -3.614 1.606  0.219
C2 2.094 -2.043 0.706  -0.123
C3 2.808 -2.252 -0.604  -0.472
Se2 1.783 -1.817 -2.231  -0.124
C4 2.415 0.013 -2.487  0.143
H1 3.718 -4.826 0.851  0.329
H2 2.486 -5.294 -0.357  0.326
H3 2.446 -5.973 1.272  0.244
H4 2.798 -1.634 1.438  0.235
H5 1.271 -1.339 0.595  -0.110
H6 3.127 -3.285 -0.718  0.354
H7 3.677 -1.597 -0.674  -0.011
H8 3.353 -0.006 -3.043  0.349
H9 2.564 0.471 -1.505  -0.832
H10 1.657 0.563 -3.041  0.393
N1 -2.373 -0.750 3.933  -0.476
C5 -1.566 -0.359 2.881  0.430
O1 -1.222 0.813 2.779  -0.723
C6 -1.134 -1.470 1.997  1.085
C7 0.073 -2.076 2.717  -1.608
H11 -2.424 -0.103 4.706  0.262
H12 -2.320 -1.723 4.184  0.232
H13 -0.872 -1.089 1.010  -0.780
H14 -1.909 -2.229 1.902  0.139
H15 -0.272 -2.604 3.615  0.249
H16 0.769 -1.294 3.039  0.307
C8 -4.276 -1.292 -0.537  -1.154
N2 -2.956 -1.003 -1.036  0.544
C9 -2.285 -2.221 -1.423  -1.132
C10 -2.989 -0.030 -2.126  -1.083
C11 -3.431 1.348 -1.681  -0.266
C12 -4.766 1.695 -1.856  -0.314
C13 -5.219 2.959 -1.516  -0.565
C14 -4.310 3.873 -1.015  -0.469
C15 -2.987 3.496 -0.833  -0.373
C16 -2.457 2.227 -1.145  0.000
H17 -4.900 -1.840 -1.272  0.309
H18 -4.769 -0.357 -0.287  0.384
H19 -4.199 -1.901 0.365  0.265
H20 -2.802 -2.749 -2.249  0.367
H21 -2.228 -2.897 -0.571  0.420
H22 -1.269 -1.994 -1.740  0.075
H23 -3.648 -0.399 -2.942  0.391
H24 -1.972 0.047 -2.522  0.418
H25 -5.476 0.981 -2.278  0.278
H26 -6.266 3.228 -1.659  0.324
H27 -4.642 4.884 -0.774  0.318
H28 -2.311 4.260 -0.440  0.231
N3 2.757 1.464 0.352  -1.174
P1 3.642 2.592 0.783  -0.483
N4 5.293 2.616 0.211  0.852
C17 6.135 3.732 -0.153  -0.465
C18 7.581 3.259 -0.288  -0.994
C19 7.708 2.313 -1.487  -0.617
C20 6.428 1.481 -1.642  -0.953
C21 5.738 1.341 -0.288  -0.253
N5 3.868 2.861 2.471  0.341
C22 4.729 3.830 3.085  -0.965
C23 6.052 3.219 3.561  -0.136
C24 5.761 2.050 4.497  -1.040
C25 4.868 1.042 3.779  -0.421
C26 3.587 1.731 3.308  -0.806
N6 3.314 4.272 0.371  0.405
C27 3.021 4.327 -1.038  -0.449
C28 3.086 5.775 -1.512  -0.950
C29 2.048 6.589 -0.745  -0.756
C30 2.268 6.420 0.757  -0.819
C31 2.274 4.933 1.112  -0.092
H29 6.058 4.516 0.603  0.357
H30 5.849 4.189 -1.117  0.248
H31 7.858 2.737 0.628  0.206
H32 8.259 4.111 -0.401  0.482
H33 8.571 1.655 -1.344  0.372
H34 7.886 2.893 -2.398  0.269
H35 6.660 0.499 -2.056  0.461
H36 5.739 1.970 -2.331  0.267
H37 6.440 0.852 0.413  0.128
H38 4.842 0.713 -0.348  -0.095
H39 4.222 4.270 3.963  0.475
H40 4.913 4.625 2.363  0.299
H41 6.660 3.980 4.065  0.377
H42 6.599 2.853 2.691  -0.157
H43 5.244 2.425 5.388  0.325
H44 6.692 1.575 4.826  0.446
H45 4.624 0.205 4.439  0.411
H46 5.383 0.651 2.897  0.162
H47 3.000 2.051 4.186  0.384
H48 2.992 1.039 2.707  0.357
H49 2.018 3.917 -1.261  0.345
H50 3.744 3.696 -1.561  0.293
H51 2.901 5.828 -2.589  0.388
H52 4.086 6.169 -1.308  0.273
H53 1.051 6.217 -0.999  0.269
H54 2.102 7.646 -1.026  0.407
H55 1.480 6.933 1.317  0.368
H56 3.232 6.855 1.036  0.314
H57 1.272 4.522 0.883  -0.125
H58 2.458 4.798 2.180  0.293

- E_LUMO (hartree) = 0.1370
- multiplicity = 1
- total charge = -2
- HOMO (hartree) = -0.0183
- frontier orbital gap (eV) = 4.2

3.
Here is C3LaO4 as an isolated structure at a distorted geometry from OMol25. Energies are from ωB97M-V/def2-TZVPD.

Last column: Mulliken charge in e.
Positions of all 8 atoms, in Å:
C1 1.507 0.029 -0.612  0.588
C2 1.963 -0.791 0.201  -0.138
O1 2.146 -1.642 1.219  -0.700
O2 -0.355 -0.030 2.965  -0.428
La1 2.771 0.004 2.736  0.877
O3 -1.504 -2.061 3.094  -0.293
C3 -0.956 -1.060 2.923  0.762
O4 0.670 0.755 -1.271  -0.668

- E_LUMO (alpha / beta) (hartree) = -0.0416 / -0.0625
- expectation value of S² = 0.753
- multiplicity = 2
- total charge = 0
- HOMO (alpha / beta) (hartree) = -0.2315 / -0.2451
- frontier orbital gap (alpha / beta) (eV) = 5.2 / 5.0

4.
Here is C20H33AlBN5 as an isolated structure at a distorted geometry from OMol25. Energies are from ωB97M-V/def2-TZVPD.

Last column: Mulliken charge in e.
Positions of all 60 atoms, in Å:
Al1 4.218 1.583 -2.639  0.652
B1 1.802 0.858 -1.286  1.033
H1 1.597 1.330 -2.333  -0.254
H2 2.430 1.575 -0.625  -0.204
H3 0.797 0.512 -0.822  -0.703
H4 2.454 -0.080 -1.527  -0.324
C1 -0.958 -1.944 3.250  -1.215
C2 0.279 -1.077 3.169  0.321
C3 0.198 0.361 2.611  -0.433
C4 -0.804 0.646 1.575  0.291
N1 -1.554 0.903 0.744  -0.548
H5 -1.766 -1.486 3.833  0.368
H6 -0.753 -2.893 3.741  0.418
H7 -1.463 -2.104 2.294  0.123
H8 0.913 -1.656 2.491  -0.344
H9 0.775 -1.012 4.136  0.396
H10 1.205 0.660 2.318  0.277
H11 -0.062 1.106 3.372  0.423
C5 -1.250 4.517 0.649  -1.581
C6 -0.283 4.012 -0.424  0.621
C7 0.881 4.989 -0.593  -0.665
C8 1.931 4.472 -1.445  0.173
N2 2.756 4.074 -2.130  -0.372
H12 -1.793 5.409 0.328  0.422
H13 -0.692 4.666 1.573  0.383
H14 -2.075 3.821 0.810  0.362
H15 -0.783 4.092 -1.395  0.141
H16 -0.016 3.018 -0.073  -0.193
H17 1.324 5.185 0.391  0.319
H18 0.579 5.996 -0.886  0.427
N3 -1.671 1.208 -2.629  0.317
C9 -1.254 0.053 -3.263  -0.299
C10 -2.243 -0.329 -4.167  -0.558
C11 -3.291 0.574 -3.986  -0.533
C12 -2.957 1.467 -2.934  -0.141
H19 -1.150 1.627 -1.863  0.099
H20 -0.259 -0.335 -3.102  0.469
H21 -2.368 -1.180 -4.815  0.436
H22 -4.248 0.494 -4.477  0.419
H23 -3.512 2.313 -2.563  0.447
N4 3.082 -3.814 1.264  0.046
C13 3.780 -3.706 2.416  -0.310
C14 4.228 -2.405 2.615  -0.851
C15 3.620 -1.707 1.551  0.036
C16 3.012 -2.563 0.666  -0.721
H24 2.677 -4.667 0.922  0.228
H25 3.839 -4.601 3.020  0.437
H26 4.740 -1.922 3.427  0.422
H27 3.771 -0.640 1.465  0.514
H28 2.529 -2.497 -0.294  0.569
N5 -1.786 -1.848 -0.374  0.558
C17 -3.082 -2.157 -0.627  -0.162
C18 -3.244 -3.537 -0.583  -0.806
C19 -2.004 -4.061 -0.259  -0.442
C20 -1.072 -2.996 -0.180  -0.441
H29 -1.444 -0.897 -0.433  0.002
H30 -3.723 -1.339 -0.918  0.507
H31 -4.174 -4.040 -0.788  0.477
H32 -1.670 -5.086 -0.219  0.475
H33 -0.015 -2.945 0.023  0.491

- E_LUMO (hartree) = -0.4123
- multiplicity = 1
- total charge = +2
- HOMO (hartree) = -0.4905
- frontier orbital gap (eV) = 2.1

5.
Here is one molecule with the formula C23H19ClN4O6S at a distorted geometry from OMol25. Energies are from ωB97M-V/def2-TZVPD.

Last column: Mulliken charge in e.
Positions of all 54 atoms, in Å:
C1 -2.024 -2.781 -2.251  -1.494
C2 -1.642 -2.736 -0.776  0.159
H1 -1.982 -3.633 -0.239  0.413
C3 -2.224 -1.479 -0.102  0.223
O1 -1.508 -0.589 0.302  -0.783
N1 -3.574 -1.473 -0.041  0.064
C4 -4.370 -0.400 0.401  0.042
C5 -3.995 0.919 0.166  -0.002
C6 -4.806 1.951 0.600  -0.818
C7 -5.993 1.666 1.257  0.336
C8 -6.385 0.355 1.476  -0.689
C9 -5.571 -0.676 1.046  -0.488
H2 -5.870 -1.700 1.214  0.364
H3 -7.316 0.144 1.978  0.408
Cl1 -7.005 2.958 1.797  -0.218
H4 -4.520 2.974 0.417  0.458
H5 -3.088 1.140 -0.374  0.504
H6 -4.060 -2.342 -0.208  0.310
O2 -0.230 -2.643 -0.695  -0.297
C10 0.281 -2.701 0.553  0.432
O3 -0.358 -3.081 1.503  -0.660
C11 1.670 -2.206 0.604  0.302
C12 2.234 -1.936 1.851  -0.706
C13 3.453 -1.299 1.943  -0.235
C14 4.128 -0.923 0.782  0.097
C15 3.609 -1.274 -0.464  -0.499
C16 2.384 -1.902 -0.553  -0.475
H7 1.961 -2.136 -1.517  0.524
H8 4.155 -1.016 -1.360  0.343
N2 5.273 -0.134 0.897  -0.317
S1 5.010 1.423 1.534  1.243
O4 6.222 2.142 1.291  -0.710
O5 4.528 1.288 2.870  -0.636
C17 3.711 2.004 0.449  -0.251
C18 4.068 2.740 -0.667  -0.609
C19 3.121 3.074 -1.626  -1.062
C20 1.833 2.608 -1.435  0.730
N3 0.696 2.709 -2.198  -0.097
C21 -0.348 2.022 -1.596  0.016
O6 -1.468 1.896 -2.029  -0.644
N4 0.156 1.526 -0.418  0.166
C22 1.483 1.848 -0.296  0.423
C23 2.420 1.554 0.675  -0.551
H9 2.177 1.004 1.567  0.749
H10 -0.367 0.877 0.159  0.253
H11 0.608 3.192 -3.075  0.193
H12 3.385 3.661 -2.491  0.413
H13 5.096 3.053 -0.764  0.520
H14 5.812 -0.052 0.045  0.410
H15 3.878 -1.036 2.897  0.471
H16 1.679 -2.205 2.737  0.483
H17 -3.097 -2.898 -2.368  0.404
H18 -1.711 -1.859 -2.735  0.351
H19 -1.520 -3.617 -2.731  0.438

- E_LUMO (hartree) = 0.0055
- multiplicity = 1
- total charge = 0
- HOMO (hartree) = -0.3133
- SMILES = C[C@@H](OC(=O)c1ccc(NS(=O)(=O)c2ccc3[nH]c(=O)[nH]c3c2)cc1)C(=O)Nc1ccc(Cl)cc1
- frontier orbital gap (eV) = 8.7

6.
Here is C18H23F9N7O2Pt as an isolated structure at a distorted geometry from OMol25. Energies are from ωB97M-V/def2-TZVPD.

Last column: Mulliken charge in e.
Positions of all 60 atoms, in Å:
Pt1 0.148 0.136 -0.879  1.729
N1 -1.292 0.009 -2.332  -0.497
C1 -1.163 -1.006 -3.403  -0.486
C2 0.127 -0.939 -4.213  -0.736
C3 1.335 -1.631 -3.587  -0.769
N2 1.880 -0.859 -2.459  -0.493
H1 -2.162 -0.203 -1.835  0.424
H2 -1.389 0.940 -2.733  0.270
H3 -2.020 -0.883 -4.068  0.549
H4 -1.264 -1.983 -2.927  0.182
H5 0.373 0.102 -4.447  0.307
H6 -0.074 -1.422 -5.171  0.417
H7 2.097 -1.810 -4.352  0.448
H8 1.028 -2.606 -3.200  0.311
H9 2.333 -0.021 -2.811  0.256
H10 2.591 -1.390 -1.968  0.204
C4 -0.199 -4.737 2.078  -1.084
N3 -0.629 -3.640 1.239  0.052
C5 -1.984 -3.483 0.737  -0.477
C6 -1.837 -2.261 -0.157  0.012
O1 -2.727 -1.739 -0.786  -0.667
N4 -0.521 -1.858 -0.134  -0.357
C7 0.137 -2.703 0.671  0.016
N5 1.455 -2.614 0.863  -0.278
H11 -1.004 -4.986 2.766  0.348
H12 0.660 -4.446 2.680  0.390
H13 0.053 -5.621 1.490  0.319
H14 -2.702 -3.291 1.536  0.361
H15 -2.316 -4.347 0.157  0.362
H16 1.892 -1.749 0.586  0.136
H17 1.912 -3.168 1.566  0.243
N6 2.931 1.866 1.586  0.031
C8 2.511 1.276 0.459  -0.633
N7 1.489 0.465 0.661  0.018
C9 1.184 0.582 2.022  0.502
C10 0.162 0.012 2.778  -0.010
C11 0.110 0.337 4.116  -1.062
C12 1.047 1.204 4.703  -0.574
C13 2.057 1.782 3.963  -1.221
C14 2.095 1.456 2.612  0.663
H18 3.658 2.559 1.642  0.263
H19 2.954 1.477 -0.502  0.484
H20 -0.592 -0.611 2.320  0.419
H21 -0.683 -0.067 4.730  0.446
H22 0.966 1.433 5.756  0.412
H23 2.769 2.462 4.409  0.458
F1 -0.308 3.584 1.714  -0.250
C15 -0.325 4.107 0.472  0.304
F2 -0.994 5.261 0.517  -0.257
F3 0.943 4.380 0.152  -0.263
C16 -0.939 3.079 -0.538  1.393
O2 0.036 2.199 -0.843  -0.641
C17 -1.346 3.857 -1.836  0.428
F4 -2.473 4.558 -1.712  -0.259
F5 -0.368 4.687 -2.203  -0.262
F6 -1.526 2.993 -2.861  -0.309
C18 -2.221 2.469 0.105  0.084
F7 -2.963 1.850 -0.837  -0.281
F8 -1.920 1.554 1.033  -0.089
F9 -2.991 3.395 0.676  -0.284

- E_LUMO (hartree) = -0.0907
- multiplicity = 1
- total charge = +1
- HOMO (hartree) = -0.3945
- frontier orbital gap (eV) = 8.3

Relative energy (zero: lowest compared OMol25 entry of this formula, charge and spin) for the records above, in order: 67.6; 125.4; 0.0; 0.0; 0.0; 122.1 kJ/mol